[1]
{"formula": "C5H7N", "method": "ωB97M-V/def2-TZVPD", "symbols": ["C", "C", "C", "C", "C", "N", "H", "H", "H", "H", "H", "H", "H"], "coordinates": [[-1.426, 1.716, -0.710], [0.689, 0.336, 1.209], [0.760, -0.533, -0.029], [0.757, 0.928, -0.127], [-0.442, -1.345, -0.445], [-2.498, 2.095, -0.985], [1.373, 1.661, -0.602], [-0.252, 0.367, 1.740], [1.551, 0.432, 1.860], [1.708, -1.021, -0.253], [-1.348, -0.873, -0.072], [-0.379, -2.361, -0.056], [-0.493, -1.403, -1.531]], "largest_force_ev_per_a": 2.78, "e_lumo_ev": -1.18, "homo_lumo_gap_ha": 0.3519, "e_homo_ev": -10.75, "total_energy_ha": -249.30645, "multiplicity": 1, "relative_energy_kj_mol": 437.9, "charge": 0}

=====

[2]
{"formula": "C23H37AsF9N2OPdSi2", "method": "ωB97M-V/def2-TZVPD", "symbols": ["Pd", "F", "C", "F", "F", "C", "O", "C", "F", "F", "F", "C", "F", "F", "F", "C", "C", "C", "C", "C", "C", "C", "H", "H", "H", "H", "H", "H", "H", "C", "Si", "C", "C", "As", "Si", "C", "C", "C", "H", "H", "H", "H", "H", "H", "H", "H", "H", "H", "H", "H", "H", "H", "H", "H", "H", "H", "C", "C", "N", "C", "C", "N", "C", "C", "H", "H", "H", "H", "H", "H", "H", "H", "H", "H", "H", "H"], "coordinates": [[0.583, -0.035, 0.367], [2.843, 4.194, 1.461], [3.592, 3.137, 1.784], [4.247, 3.454, 2.916], [4.516, 3.002, 0.814], [2.716, 1.837, 1.869], [1.891, 1.816, 0.829], [1.941, 1.858, 3.225], [1.000, 0.907, 3.261], [2.732, 1.672, 4.298], [1.314, 3.032, 3.392], [3.703, 0.609, 1.900], [3.156, -0.443, 2.532], [3.998, 0.211, 0.658], [4.869, 0.871, 2.520], [1.425, -2.104, -0.049], [1.208, -2.626, -1.387], [2.215, -2.561, -2.364], [2.005, -3.010, -3.659], [0.779, -3.554, -4.027], [-0.225, -3.649, -3.067], [-0.016, -3.196, -1.775], [2.460, -1.889, 0.207], [0.858, -2.562, 0.750], [3.181, -2.153, -2.089], [2.806, -2.939, -4.386], [0.613, -3.908, -5.036], [-1.187, -4.071, -3.332], [-0.819, -3.245, -1.052], [-4.079, -2.582, 2.112], [-2.215, -2.339, 2.033], [-1.566, -4.013, 1.473], [-1.620, -2.132, 3.798], [-1.799, -0.741, 0.396], [-2.608, 1.200, 1.472], [-1.459, 2.689, 1.509], [-3.198, 1.000, 3.244], [-4.135, 1.727, 0.507], [-4.337, -3.442, 2.739], [-4.470, -2.753, 1.107], [-4.589, -1.704, 2.514], [-1.719, -4.736, 2.281], [-0.505, -4.012, 1.223], [-2.107, -4.368, 0.592], [-1.740, -3.094, 4.307], [-2.195, -1.383, 4.340], [-0.567, -1.846, 3.851], [-1.451, 3.102, 2.521], [-1.821, 3.461, 0.824], [-0.421, 2.473, 1.245], [-2.371, 0.739, 3.907], [-3.970, 0.236, 3.348], [-3.614, 1.956, 3.581], [-3.913, 1.827, -0.559], [-4.521, 2.685, 0.872], [-4.923, 0.975, 0.605], [1.968, 0.940, -2.104], [2.116, 1.679, -3.457], [0.812, 2.142, -3.938], [0.244, 3.033, -2.924], [0.040, 2.284, -1.578], [0.539, 0.900, -1.710], [-0.232, 0.213, -2.763], [-0.071, 0.985, -4.098], [2.510, 1.433, -1.301], [2.308, -0.088, -2.178], [2.550, 1.027, -4.219], [2.764, 2.552, -3.352], [-0.702, 3.425, -3.303], [0.928, 3.874, -2.796], [-1.017, 2.221, -1.312], [0.578, 2.755, -0.757], [-1.272, 0.169, -2.440], [0.132, -0.807, -2.840], [-1.037, 1.348, -4.457], [0.349, 0.338, -4.871]], "largest_force_ev_per_a": 0.55, "e_lumo_ev": [2.81, 2.39], "homo_lumo_gap_ha": [0.2284, 0.2512], "e_homo_ev": [-3.41, -4.44], "total_energy_ha": -4924.93730, "multiplicity": 3, "charge": -1}

=====

[3]
{"formula": "C5H9NO", "method": "ωB97M-V/def2-TZVPD", "symbols": ["C", "O", "C", "C", "C", "N", "C", "H", "H", "H", "H", "H", "H", "H", "H", "H"], "coordinates": [[1.463, -1.575, 0.070], [1.328, -0.174, 0.248], [0.088, 0.438, -0.061], [0.117, 1.876, 0.271], [-1.273, -0.400, 0.961], [-1.847, -0.757, -0.108], [-0.959, -0.067, -1.118], [2.503, -1.622, 0.060], [1.006, -1.876, -0.779], [1.116, -1.937, 1.073], [-0.601, 2.220, 0.927], [-0.137, 2.400, -0.730], [1.139, 2.244, 0.674], [-1.485, -0.578, 1.945], [-1.653, 0.628, -1.590], [-0.805, -0.822, -1.844]], "smiles": "CO[C@]1(C)C=NC1", "largest_force_ev_per_a": 6.47, "e_lumo_ev": 1.06, "homo_lumo_gap_ha": 0.3329, "e_homo_ev": -8.00, "total_energy_ha": -325.75010, "multiplicity": 1, "relative_energy_kj_mol": 492.2, "charge": 0}

=====

[4]
{"formula": "C3H7NOS", "method": "ωB97M-V/def2-TZVPD", "symbols": ["N", "C", "C", "O", "C", "S", "H", "H", "H", "H", "H", "H", "H"], "coordinates": [[0.139, -0.946, 1.238], [-0.310, 0.110, 0.348], [-0.889, -0.394, -0.984], [-2.047, -1.187, -0.874], [0.832, 1.162, 0.175], [2.556, 0.636, -0.199], [1.059, -1.277, 0.984], [-0.535, -1.687, 1.073], [-1.085, 0.735, 0.807], [-1.000, 0.462, -1.679], [-0.159, -1.091, -1.434], [0.593, 1.860, -0.624], [0.847, 1.617, 1.169]], "smiles": "N[C@H](C[O-])C[S-]", "largest_force_ev_per_a": 2.25, "e_lumo_ev": 6.34, "homo_lumo_gap_ha": 0.1885, "e_homo_ev": 1.21, "total_energy_ha": -646.58571, "multiplicity": 1, "relative_energy_kj_mol": 42.2, "charge": -2}

=====

[5]
{"formula": "C36H45N9", "method": "ωB97M-V/def2-TZVPD", "symbols": ["C", "C", "C", "N", "C", "H", "H", "H", "H", "H", "C", "C", "C", "N", "C", "H", "H", "H", "H", "H", "C", "C", "C", "N", "C", "H", "H", "H", "H", "H", "C", "C", "C", "N", "C", "H", "H", "H", "H", "H", "C", "C", "C", "N", "C", "H", "H", "H", "H", "H", "C", "C", "C", "N", "C", "H", "H", "H", "H", "H", "C", "C", "C", "N", "C", "H", "H", "H", "H", "H", "C", "C", "C", "N", "C", "H", "H", "H", "H", "H", "C", "C", "C", "N", "C", "H", "H", "H", "H", "H"], "coordinates": [[-2.439, -0.970, -5.778], [-2.013, -2.289, -5.561], [-3.118, -3.072, -5.231], [-4.155, -2.230, -5.414], [-3.770, -0.970, -5.743], [-1.762, -0.125, -5.979], [-1.022, -2.657, -5.667], [-3.300, -4.110, -4.959], [-5.088, -2.504, -5.189], [-4.530, -0.252, -5.858], [1.668, -1.011, -5.686], [1.589, 0.428, -5.631], [1.421, 0.792, -4.313], [1.245, -0.363, -3.593], [1.415, -1.429, -4.378], [1.843, -1.626, -6.514], [1.634, 1.144, -6.459], [1.312, 1.702, -3.748], [1.143, -0.374, -2.617], [1.312, -2.456, -4.017], [5.440, -0.086, 1.444], [5.364, 1.310, 1.045], [5.299, 1.281, -0.344], [5.242, -0.021, -0.751], [5.365, -0.838, 0.316], [5.419, -0.505, 2.449], [5.294, 2.190, 1.661], [5.171, 2.087, -1.062], [4.948, -0.272, -1.684], [5.167, -1.885, 0.147], [-1.150, 2.151, 4.588], [-0.429, 2.850, 3.574], [-1.107, 2.621, 2.385], [-2.130, 1.748, 2.637], [-2.202, 1.543, 3.970], [-0.942, 2.094, 5.643], [0.400, 3.541, 3.775], [-0.953, 2.966, 1.382], [-2.873, 1.459, 2.034], [-2.981, 0.884, 4.311], [-2.809, 2.100, -2.672], [-1.682, 2.890, -3.090], [-1.394, 3.730, -2.004], [-2.310, 3.537, -1.027], [-3.192, 2.565, -1.463], [-3.366, 1.316, -3.156], [-1.077, 2.800, -3.996], [-0.570, 4.423, -1.867], [-2.404, 4.043, -0.166], [-4.053, 2.362, -0.800], [0.067, -3.911, 3.361], [-0.504, -2.765, 4.014], [-0.336, -1.732, 3.100], [0.135, -2.213, 1.948], [0.406, -3.520, 2.050], [0.249, -4.914, 3.706], [-0.893, -2.669, 5.033], [-0.687, -0.723, 3.278], [0.195, -1.645, 1.109], [0.844, -4.075, 1.251], [-5.092, -0.319, 1.990], [-4.694, -0.346, 0.554], [-3.709, -1.305, 0.476], [-3.432, -1.814, 1.708], [-4.279, -1.237, 2.609], [-5.784, 0.327, 2.496], [-5.087, 0.132, -0.316], [-2.972, -1.661, -0.271], [-2.704, -2.469, 1.980], [-4.145, -1.655, 3.642], [3.890, -0.480, 4.702], [4.049, 0.945, 4.997], [3.106, 1.582, 4.237], [2.477, 0.695, 3.467], [2.810, -0.602, 3.821], [4.428, -1.266, 5.182], [4.723, 1.397, 5.738], [2.797, 2.614, 4.108], [1.706, 0.929, 2.859], [2.224, -1.441, 3.497], [0.061, 0.659, -0.304], [0.506, -0.645, -0.728], [1.778, -0.774, -0.311], [2.131, 0.355, 0.330], [1.168, 1.253, 0.264], [-0.905, 1.094, -0.482], [-0.068, -1.387, -1.299], [2.450, -1.602, -0.340], [2.944, 0.448, 0.928], [1.276, 2.229, 0.668]], "smiles": "c1cc[nH]c1.c1cc[nH]c1.c1cc[nH]c1.c1cc[nH]c1.c1cc[nH]c1.c1cc[nH]c1.c1cc[nH]c1.c1cc[nH]c1.c1cc[nH]c1", "largest_force_ev_per_a": 2.85, "e_lumo_ev": 0.49, "homo_lumo_gap_ha": 0.3154, "e_homo_ev": -8.10, "total_energy_ha": -1891.47779, "multiplicity": 1, "relative_energy_kj_mol": 154.5, "charge": 0}

=====

[6]
{"formula": "C3H2FLiO2Sn", "method": "ωB97M-V/def2-TZVPD", "symbols": ["C", "C", "H", "H", "F", "O", "C", "O", "Sn", "Li"], "coordinates": [[-2.198, -0.658, -1.185], [-1.274, 0.040, -0.531], [-1.920, -1.522, -1.785], [-3.253, -0.424, -1.055], [-1.675, 0.966, 0.330], [0.946, 0.893, 0.899], [1.125, 0.474, -0.212], [0.012, -0.393, -0.552], [2.935, -0.089, -0.925], [-0.187, -2.184, 0.627]], "largest_force_ev_per_a": 6.50, "e_lumo_ev": -11.56, "homo_lumo_gap_ha": 0.2099, "e_homo_ev": -17.28, "total_energy_ha": -586.92398, "multiplicity": 1, "relative_energy_kj_mol": 16.9, "charge": 2}

=====

Q: Which of these has the lowest charge?
A: C3H7NOS